The following is a DFT calculation (ωB97M-V/def2-TZVPD) of 15 unconnected molecules or ions with the total composition C74H189N11O28 in a non-equilibrium geometry.

```
302
C74H189N11O28 ωB97M-V/def2-TZVPD
C 1.73387 -2.10170 10.51723
H 1.69591 -4.79760 -10.84709
H 0.16290 2.15383 -5.52062
H 2.20354 3.15284 7.89621
O 1.09471 1.05675 2.21088
N 1.01228 -2.10900 -8.96747
H -3.45483 2.65173 2.15850
O 1.53590 0.87218 -8.91139
H -5.80201 -2.36089 -5.71104
C -0.49341 4.51669 -4.96160
H -9.08629 1.83613 -1.33990
H -1.76511 3.83919 5.15794
C -2.32296 -3.39353 -7.87913
H 1.09489 4.23697 -3.84116
C -9.80570 -0.02121 -7.81084
H -11.29236 2.28009 -9.69686
C -3.92338 -3.03764 0.61857
H -3.96445 -2.74974 -4.50558
H 2.99649 1.26577 11.66116
H -0.14533 3.85406 5.82584
O -1.56379 -2.01708 -3.67778
H -0.83147 -2.13413 -8.10936
H 0.86103 0.71170 -0.41425
H 0.03645 2.31405 -8.98300
H -4.19708 -0.90313 2.03546
H 1.86070 -3.98631 -4.25021
N 3.30326 -6.35000 -4.62286
C -0.25645 6.40935 8.73757
H -8.49424 1.00949 -6.55456
H 5.39703 -0.94289 -5.05191
H 4.36820 -5.08244 -5.90164
C 0.58845 2.49035 -4.57147
H 1.82799 1.50091 7.83532
H -4.19995 -0.35838 0.27040
C 0.85162 0.07637 -7.94851
O -0.64080 5.47849 4.56415
H 2.31194 -3.13425 8.86614
C 1.76513 -3.30834 -9.20411
C -1.34033 5.24249 6.85141
H 6.54927 -5.38266 -4.63339
H 1.71943 2.76448 -9.64284
H 4.09976 -2.19433 -2.23232
H -3.95304 -5.03665 0.34624
O 2.03961 2.23989 9.71420
H -0.12187 6.89803 6.77983
H -3.15079 0.33569 -4.29935
H 6.90617 -0.71734 14.34351
N -0.17371 -0.99350 -0.55008
H 3.03244 -2.40370 -12.98376
H 3.46407 -5.66711 10.91514
H 5.15124 -0.18575 -0.97444
H 3.59542 1.14104 8.96017
H 3.64941 -1.18702 -5.48446
C 0.13991 0.20890 0.16259
H 0.01109 3.98087 3.22779
H -1.56500 4.50023 7.58054
H 7.64633 2.39312 1.26677
H 3.37128 1.23156 0.39351
H -0.46740 -6.43815 -3.07897
H 2.77859 -3.03828 -9.15237
H -1.71287 -1.35275 -5.57469
H 5.39036 3.47309 13.34403
H 1.59827 -4.17251 11.10994
C 0.08158 -4.21843 0.46138
H 2.59526 -0.86674 8.10670
H 3.47444 -2.16406 -11.27360
H -0.55514 -0.36024 -4.61423
C -3.28518 1.09334 -6.52637
H -1.29887 6.52897 -5.39083
H -0.49534 8.36581 -4.01643
N -0.23456 6.03284 7.29508
C 5.03103 2.50476 13.00922
O -3.00459 -1.92925 0.73473
H -4.85553 3.77197 2.81548
H 3.84952 3.64454 -3.84988
H 1.35201 2.79093 -7.93561
H 6.04530 0.13626 1.57957
O -5.31747 -1.26685 -3.96724
C 6.20188 1.60531 13.31676
H 1.40179 -1.85394 -6.96561
H 7.72322 -6.80934 -2.95553
H -1.83340 -5.84297 -3.95452
C 5.72445 -6.11176 -4.55292
C 1.55795 -1.28517 -7.87083
H -5.17843 2.29823 -0.51761
N -2.23695 -4.58129 1.39772
H 0.81783 -1.60801 10.86109
H 2.02846 -3.00516 12.47205
C -6.61519 2.89252 -1.95407
H -12.33816 0.99875 -8.92276
C 1.32009 0.91802 3.59633
H -2.25469 5.78774 6.75870
H 2.08472 -3.44986 -0.76189
H -0.46774 -5.49638 1.95210
C 4.41171 -5.42540 -4.82746
C 6.92908 -0.60858 13.23772
H -1.44100 -2.60401 -1.85577
H 7.10741 1.93191 12.79449
H 0.40734 5.50690 -1.66279
H -9.90323 0.20546 -5.63459
C 1.63073 2.38394 8.39554
H -0.81409 3.43995 -0.66816
H -9.09866 -0.27538 -8.58709
H 1.42899 -0.90654 1.42912
N 0.72711 3.90638 -4.69838
C -4.26719 1.96723 3.95029
O 1.27386 -5.01555 0.24502
H -2.50323 -1.70239 7.68607
C 1.94969 1.91686 -4.23874
C -5.15132 2.76908 -1.58922
C 4.13252 0.49333 0.65758
H 0.43960 6.29541 -5.76210
H -0.18385 -0.05522 -8.14834
C -4.41565 -2.28077 -3.62331
H -3.89949 3.25496 -3.93218
H 1.32366 4.86110 4.07451
H 2.79077 0.57506 -1.73978
C 0.63310 -0.13747 1.57246
N -4.34507 1.84897 -2.36205
H 4.50461 0.63039 10.95064
C -3.60158 -0.71211 1.10197
H 2.01314 0.85012 -4.03331
H 1.64708 -0.14035 3.79988
O 1.57412 -2.92442 -11.72659
N 4.49832 2.64334 11.67784
H 7.96827 -0.24185 12.96670
C 3.74947 2.92284 -3.06561
H 3.31386 -4.64716 -0.10219
H 1.89617 -1.17155 6.02617
H -8.75554 1.93974 -3.12213
H 0.83079 -0.80664 8.16671
C -3.89081 3.14858 3.05131
H 3.46766 -6.83531 -3.78422
O 5.88836 0.28767 12.90587
H 6.69246 -1.53454 12.65147
H -0.85261 4.21087 -5.91458
C 0.28949 4.97775 3.63619
N 4.34518 -0.49188 -0.43126
H -7.07626 3.44751 -1.13819
H -1.04799 -6.11759 0.58475
H 2.52011 9.37287 8.17352
O -3.26176 -0.77930 5.86296
O 1.23192 5.03123 -1.44100
H -3.64240 -1.86455 -2.96519
O 3.56215 -3.58322 11.10785
H -4.78666 0.94127 -2.24026
C 3.39406 -1.33429 -2.53696
H -4.41479 -3.18277 1.63401
H 5.96144 -6.91776 -5.24277
C -3.17286 -4.29003 0.34240
O 6.11828 1.72701 0.11417
O -0.32492 -4.17706 -6.90816
H 0.31879 -3.99219 -10.48909
H -1.35992 4.36327 -4.27467
H -7.50746 -0.08701 -4.35331
H -4.93177 -3.16478 -3.25583
C -0.92555 -1.36521 -4.79705
H 0.46121 1.11557 4.18313
H -0.16431 2.19709 -3.75951
O -1.57761 1.44287 6.89125
H 3.68013 0.00089 1.51927
C 6.84155 -7.41540 -2.92920
H -1.92425 -3.69008 1.83133
C -0.37626 6.04911 -5.03238
C 0.26213 7.77358 -3.53299
H 4.45659 -2.41661 -4.39267
C 2.95160 -2.79710 -11.97749
C -0.12462 3.74426 0.17360
O -0.08320 -4.69305 -4.23013
H 0.88326 0.45084 -6.94817
H 1.73013 -5.83870 -5.84500
C -1.74384 -4.22250 -6.80119
C 1.35298 -3.79845 -10.57373
H 2.42787 -3.47545 0.93155
H -4.98844 1.27840 3.51947
H -1.21287 6.83408 9.00987
H -1.70280 0.33865 8.55627
H -8.57694 -1.84912 -5.99717
H 1.11408 7.26857 10.10070
H 6.41498 1.68240 14.40559
C -2.25809 0.45183 7.66176
H -3.32782 0.01541 -6.31306
H 2.66062 -1.20188 -7.91037
H -10.88136 0.62852 -9.93634
H -0.04074 3.00846 1.03651
H -0.05854 5.56708 9.34292
H -8.79352 0.35999 -2.32634
H -2.08063 1.64120 6.09857
O 0.55158 8.66066 8.63793
H 3.10404 -2.76866 4.61215
H -4.35032 1.37783 -6.69964
C -0.61541 -0.72841 -1.90192
C 5.44265 1.00131 1.13801
H 7.04538 -8.25589 -3.66415
H 5.05425 -4.93405 11.18334
H 5.21739 3.06510 11.12154
C 3.89329 1.51823 11.06830
H -6.41864 0.12814 -5.75874
H 1.55865 -4.12563 -8.51102
O -3.01256 1.31657 4.14834
H 5.38330 1.67398 1.97123
C 1.21116 4.05456 -0.42645
H 0.12600 -0.07086 -2.36537
H -4.17982 -0.62344 6.18224
C -0.93520 -5.18440 1.05283
O 2.37674 2.58315 -3.07296
C -11.29811 1.30804 -9.17448
H -2.71623 1.19564 -7.46697
H -1.52836 -0.11762 -2.02973
H -3.44083 -3.26573 -7.85805
H -0.07744 -2.04720 -5.06779
H 1.79785 4.40027 0.39322
H 0.23760 -3.35279 1.14960
H 1.11815 10.51598 8.69990
H 0.14207 -2.59667 -2.60499
H 7.90322 2.50236 -0.50249
H 6.61923 -7.84914 -1.96494
H -2.67163 -4.28369 -0.71432
H 4.32864 2.08282 -3.36576
O -7.12315 1.51848 -1.95055
C -0.97908 4.48448 5.58731
C 1.89157 -6.06391 -4.80171
H -0.65758 0.92074 0.27855
H -2.17444 1.58193 -3.55079
N -8.14562 -0.95875 -6.17693
H 8.08075 1.03423 0.34656
H 1.90896 9.44205 9.88182
C -4.12053 2.15027 -3.79489
H 4.28681 -4.46812 -4.20035
C -9.09924 0.08388 -6.44559
H -5.12251 2.00994 -4.31850
H 2.48325 -1.35847 10.49370
H 3.39320 -3.81068 -11.97412
C -0.78460 -2.06286 -2.52133
H -2.05406 -3.78202 -5.82741
N 1.51283 -2.56055 9.13947
H 2.49542 -1.89474 -2.95490
H -4.65337 2.24320 4.89906
H -2.74921 -0.04877 1.15180
O 5.67590 -6.72422 -3.23530
C 2.21283 -3.28910 11.39651
C 1.60997 9.54571 8.82911
H -6.87168 -2.54144 -4.30284
O 2.80390 -3.01936 6.62776
C 1.16803 2.27175 -8.90016
C 1.65143 -1.50268 8.06500
C -0.95199 -5.51780 -3.43389
C -2.34135 -0.84459 6.98997
O -1.78078 -2.06408 -7.86132
C -8.49814 1.42222 -2.21431
H -3.30182 0.77915 7.99145
H 0.82455 -1.56444 -9.85380
C 7.49021 1.93283 0.33203
O -2.51431 1.72095 -5.59140
H 3.98314 -5.12736 12.53994
H 4.03754 3.42268 -2.14317
C 2.83326 -3.51520 5.27524
H -0.07943 -4.64226 -6.06444
H 1.19503 7.88138 -4.00927
C 3.36279 1.90989 9.70672
H -1.39901 -1.08622 6.54425
C -6.31114 -1.75744 -4.88658
H -2.16930 -4.02546 -8.76828
H 4.17030 2.21766 13.61475
H 1.70739 6.86986 8.46024
H 1.70297 3.12539 -0.83204
H 3.51467 -4.34746 5.25358
O 4.04719 -0.57684 -3.59056
H -0.53887 4.71719 0.60587
H -3.09787 3.75686 3.57589
C 2.32434 -4.10126 0.04605
H -0.87041 -1.50392 -0.08811
C 0.84401 7.35327 8.98190
C 4.41223 -1.34572 -4.70526
O -10.44974 1.25913 -8.00300
C 1.69756 -2.03312 6.66857
H -4.74693 -2.84441 -0.13263
C 1.36628 -4.95440 -3.95388
H 0.21219 8.02801 -2.48732
H 1.26067 -7.00518 -4.61918
C -2.92732 1.32816 -4.26606
O -0.01273 6.41093 -3.69117
C 3.14340 -0.41945 -1.37771
H 1.55759 -5.22482 -2.89081
H 0.84676 -2.60785 6.44546
H -6.78883 3.29520 -2.95172
H 0.26735 5.74533 2.83387
H -0.12048 -3.91547 -0.53902
H -1.23319 -4.87649 -2.61253
H 2.12297 1.60724 3.94295
H 2.52647 2.05743 -5.13742
H 0.55201 2.65135 8.29345
C 4.00045 -4.92270 11.44639
H -10.51248 -0.85185 -7.80082
H 1.77023 -3.93528 5.03427
C -7.12915 -0.57465 -5.25059
H -0.10787 -0.58832 2.20500
H -3.09995 0.47457 4.64178
H -2.08544 -5.27831 -6.91802
H 2.38388 -0.85683 -0.83533
H 3.98615 2.79152 9.33680
H -4.73696 3.76231 -1.39668
```

Computed properties:
- E_HOMO: -8.315 eV
- E_LUMO: 0.34 eV

***

The following is a DFT calculation (ωB97M-V/def2-TZVPD) of a molecular structure, C14H22BIrN9OS2 in a non-equilibrium geometry.

```
50
C14H22BIrN9OS2 ωB97M-V/def2-TZVPD
H 1.16612 0.55487 -4.48565
C -1.60819 1.78279 -4.33009
H -3.92966 2.46539 1.51558
S 0.72145 1.88883 -1.24867
N 0.21561 -2.90791 3.38760
N -2.79780 1.22651 0.20271
H 3.46213 1.29212 -0.05388
C -3.53568 1.48386 1.31253
H 4.67062 0.00796 0.02527
C 2.69339 -4.93024 1.71564
C -3.67122 0.33054 2.03158
H 4.33542 0.55607 2.25888
C -2.45998 -0.08351 0.22993
H -2.57064 -2.63850 0.94281
H 0.92283 -0.64758 2.60600
N -3.01752 -0.64256 1.34776
N -1.86394 1.96687 -2.13969
B -2.51740 2.41072 -0.80002
H 0.20824 0.80251 2.45059
C 3.44661 0.14899 1.77755
N 2.71839 -0.61918 -0.48356
C 0.89089 1.60770 -4.42724
H -3.57447 2.90188 -1.06191
C 3.63851 0.26538 0.26936
H 2.19481 1.90085 1.89209
H 3.39104 -0.90759 2.06682
H 0.78804 1.99918 -5.43510
C 2.24603 0.90488 2.33404
S -1.66583 -1.01251 -0.98297
C -2.92118 -2.03188 1.77217
C -0.55644 1.86289 -2.39621
C -2.52630 1.92475 -3.33382
C 1.64342 -3.98041 1.53819
N 3.56272 -5.66094 1.87950
H -1.73009 1.71730 -5.39726
H -4.20138 0.13977 2.94934
H -3.90294 -2.38246 2.08132
C 0.86772 -3.48389 2.63778
O 0.57839 -2.65664 0.02666
H 1.66515 2.15849 -3.90114
N 0.95286 0.22063 2.07616
Ir 0.46110 -0.24519 -0.10309
H 2.95351 -1.58760 -0.28558
H -1.79007 3.18798 -0.24602
N -0.37901 1.76167 -3.73224
H -3.59605 2.01962 -3.39765
H 2.37546 1.02471 3.41114
H -2.22973 -2.12823 2.60806
N 1.40906 -3.48168 0.37436
H 2.86600 -0.48721 -1.47965
```

Computed properties:
- Net charge: +2
- E_HOMO (spin up / spin down): -13.866 / -14.654 eV
- 2S+1: 6
- E_LUMO (spin up / spin down): -7.24 / -9.23 eV
- <S²>: 8.788

***

The following is a DFT calculation (ωB97M-V/def2-TZVPD) of a molecular structure, C6H12N in a non-equilibrium geometry.

```
19
C6H12N ωB97M-V/def2-TZVPD
H -2.76334 0.22148 -0.44815
H -1.65763 -0.16391 2.10406
C -0.79667 0.24066 0.09780
H -1.81817 1.54539 -1.16896
C -1.85431 0.41988 -0.85289
H 1.14729 -1.55582 0.89597
H -1.57199 -1.55200 1.07526
H 0.68497 3.05780 0.19488
H 0.88498 -0.21040 -1.66616
N 0.89057 -0.38681 -0.62700
H 1.69435 -2.45282 -0.65698
C 1.70312 -1.48268 -0.08740
C 1.07207 2.08735 -0.04908
H -0.12302 -0.78541 1.89266
H -1.81712 -0.19533 -1.84915
H 2.75656 -1.26171 0.10201
C 0.48161 0.88779 0.02910
C -1.02888 -0.65929 1.34399
H 2.11561 2.24586 -0.32996
```

Computed properties:
- Net charge: +1
- E_HOMO: -14.812 eV
- E_LUMO: -4.35 eV

***

The following is a DFT calculation (ωB97M-V/def2-TZVPD) of 6 unconnected molecules or ions with the total composition C14H35NO5S5 in a non-equilibrium geometry.

```
60
C14H35NO5S5 ωB97M-V/def2-TZVPD
H 13.96606 -7.79263 3.25589
O 10.85961 -7.92695 1.47397
H 20.95461 -20.63298 -4.51495
H 6.51352 -15.39471 -1.13918
H 14.12164 -8.92839 -4.99033
O 12.51681 -5.76092 -4.71212
C 11.59275 -5.96797 3.19500
H 12.65714 -8.88092 3.38581
H 14.97782 -7.42623 -4.85795
H 15.98709 -14.76248 -3.73276
H 21.94035 -9.76655 -4.88152
H 21.93098 -6.87546 -2.21718
S 8.80664 -14.70346 -1.71510
H 13.78239 -7.87327 -3.52190
H 18.73457 -14.91651 -3.91623
S 23.13692 -9.05953 -2.89627
H 11.28487 -6.66489 3.97450
H 15.38076 -12.53180 -2.41795
C 8.78161 -13.62133 -0.24274
S 12.03696 -7.07959 1.82605
H 20.27867 -21.51965 -2.98851
C 20.29024 -21.37286 -4.06852
O 18.84701 -19.97153 -6.01984
C 17.99373 -22.42916 -5.37645
C 17.57426 -12.23893 -2.42419
H 9.78963 -13.50175 0.15437
C 18.08896 -14.13658 -3.54032
H 6.56398 -14.30765 -2.61505
C 21.71910 -7.93171 -2.38314
N 18.60970 -13.03358 -2.95783
S 18.64282 -20.76844 -4.71620
O 22.80607 -10.45072 -2.40791
H 7.12203 -16.04061 -2.63972
H 17.94739 -11.29662 -2.05108
H 21.32856 -8.21987 -1.40715
C 16.69094 -14.01441 -3.39901
H 19.59445 -12.88316 -2.79132
C 13.18425 -8.26259 2.65923
H 17.27829 -22.29252 -6.18737
H 11.73285 -9.12748 -4.54508
S 12.64040 -7.08275 -5.43288
H 23.54372 -10.09083 -5.07383
C 7.02923 -15.12224 -2.05999
H 20.48761 -22.32534 -4.56039
H 18.74256 -23.08186 -5.82516
C 11.27564 -8.16952 -4.79278
C 22.90440 -9.29299 -4.69591
C 14.04847 -7.92213 -4.57779
C 16.37995 -12.83010 -2.69908
H 23.15926 -8.43008 -5.31115
H 20.92064 -8.09938 -3.10595
H 10.80525 -5.31143 2.82502
H 10.79786 -7.89078 -3.85356
H 10.37312 -8.19392 -5.40349
H 17.56158 -23.00221 -4.55611
O 9.36060 -13.85122 -2.85297
H 13.66809 -8.88203 1.90406
H 8.31313 -12.69803 -0.58353
H 12.48502 -5.37527 3.39664
H 8.09327 -13.94610 0.53753
```

Computed properties:
- E_HOMO: -7.956 eV
- E_LUMO: 0.48 eV

***

The following is a DFT calculation (ωB97M-V/def2-TZVPD) of a molecular structure, C4H14N2O2 in a non-equilibrium geometry.

```
22
C4H14N2O2 ωB97M-V/def2-TZVPD
H -1.11815 -1.28048 1.15184
H 1.98679 -0.31080 1.07486
H -0.03008 -1.22263 -1.51790
C 0.18075 -0.24777 -1.07660
C -1.68824 -0.49497 0.66993
H -3.71030 -0.16651 -0.15869
O 2.79342 0.49795 0.55990
C -2.91373 -0.90154 -0.15864
H 1.66122 0.98409 -1.09385
H 0.46611 -0.14053 0.33786
H 3.63412 0.08771 0.77235
C -0.68609 0.31596 -0.16089
H -0.95007 2.10203 0.73834
N -1.03825 1.70227 -0.19630
H -3.40522 -1.78481 0.26893
H -2.09176 0.19375 1.40854
N 1.17260 0.38778 -1.78920
H 1.95630 -0.19724 -2.06913
H -0.31651 2.15558 -0.75366
H -2.66149 -1.19384 -1.17662
O 1.21968 -1.03558 1.65911
H 1.69540 -1.85891 1.48948
```

Computed properties:
- E_HOMO: -8.694 eV
- E_LUMO: 0.30 eV